Version a
Below is C2H4FNO in the gas phase, with properties calculated with wB97M-V/def2-TZVPD.

The calculation puts the HOMO energy at -9.954 eV. The orbital gap is 0.39776 hartree. The value obtained for the LUMO energy is 0.9 eV. As for the structure (SMILES): CN(F)C=O.

Cartesian coordinates (Å):
C: 0.653 -0.227 -0.034
N: -0.434 0.695 -0.209
F: -0.093 1.973 0.138
C: -1.830 0.405 -0.045
O: -2.365 -0.669 -0.023
H: 0.078 -1.251 -0.265
H: 1.484 0.102 -0.741
H: 0.953 -0.433 1.077
H: -2.469 1.410 0.051

Version b
Below is 2 unconnected molecules or ions with the total composition C2H4FNO, with properties calculated with wB97M-V/def2-TZVPD.

The calculation puts the HOMO energy at -8.906 eV. The orbital gap is 0.33787 hartree. The value obtained for the LUMO energy is 0.3 eV.

Cartesian coordinates (Å):
C: -1.484 -0.531 0.497
C: 0.981 0.662 -0.128
N: -0.003 -0.186 -0.815
O: -2.349 0.284 0.581
F: 0.663 -1.354 -1.122
H: -1.254 -1.447 1.071
H: 0.344 1.629 -0.081
H: 1.293 0.160 0.789
H: 1.809 0.782 -0.791

Q: What are the energies relative to the best structure? A: version a 0.0; version b 39.8, in kcal/mol.

Version a
Below is a molecular structure, C9H20OSi, with properties calculated with wB97M-V/def2-TZVPD.

The calculation puts the HOMO energy at -8.007 eV. The orbital gap is 0.32581 hartree. The value obtained for the LUMO energy is 0.9 eV.

Cartesian coordinates (Å):
C: -0.877 -2.196 -2.090
C: 0.137 -1.524 -1.487
C: -0.118 1.999 -1.833
C: -2.478 -0.484 1.909
C: 1.765 -1.977 0.219
C: 2.523 2.015 0.788
C: -1.071 1.400 -0.751
C: -1.249 0.348 2.196
C: 0.364 -1.405 -0.057
O: 1.372 1.548 1.370
Si: -0.062 0.793 0.757
H: -0.723 -2.505 -3.082
H: -1.702 -2.705 -1.623
H: 0.849 -1.199 -2.153
H: 0.659 1.347 -1.968
H: -0.563 2.111 -2.818
H: 0.392 2.811 -1.515
H: -2.805 -0.994 2.770
H: -3.215 0.023 1.379
H: -2.308 -1.363 1.127
H: 2.378 -1.294 -0.246
H: 2.069 -2.056 1.255
H: 2.041 -2.874 -0.261
H: 2.747 2.990 1.155
H: 2.438 2.169 -0.312
H: 3.297 1.285 1.101
H: -1.560 0.593 -1.245
H: -1.830 2.153 -0.654
H: -0.507 -0.133 2.887
H: -1.624 1.160 2.760
H: -0.340 -2.034 0.425

Version b
Below is 2 unconnected molecules or ions with the total composition C9H20OSi, with properties calculated with wB97M-V/def2-TZVPD.

The calculation puts the HOMO energy at -7.995 eV. The orbital gap is 0.32620 hartree. The value obtained for the LUMO energy is 0.9 eV. As for the structure (SMILES): C/C=C(/O)[SiH](C)C.C/C=C/C.

Cartesian coordinates (Å):
C: -1.614 0.862 1.380
C: -0.673 -0.282 1.329
C: 0.516 -0.154 0.701
O: 1.430 -1.156 0.837
Si: 1.411 1.438 0.398
C: 0.529 2.844 -0.577
C: 1.957 1.855 2.137
H: -2.540 0.669 0.867
H: -1.268 1.779 0.864
H: -1.996 1.123 2.451
H: -1.057 -1.234 1.780
H: 1.058 -2.044 1.303
H: 2.486 1.089 -0.570
H: 1.265 3.606 -0.846
H: 0.095 2.468 -1.443
H: -0.211 3.288 0.024
H: 2.985 1.720 2.226
H: 1.707 2.800 2.564
H: 1.473 1.135 2.744
C: -2.279 -2.010 -0.446
C: -0.901 -2.209 -1.060
C: -0.131 -1.253 -1.633
C: 0.985 -1.667 -2.556
H: -2.879 -2.736 -0.913
H: -2.560 -1.001 -0.550
H: -2.227 -2.169 0.602
H: -0.716 -3.246 -1.452
H: -0.532 -0.249 -1.672
H: 1.768 -0.948 -2.637
H: 1.368 -2.744 -2.238
H: 0.551 -1.575 -3.614

Q: What are the energies relative to the best structure? A: version a 0.0; version b 17.8, in kcal/mol.

Version a
Below is C4H10N4O in the gas phase, with properties calculated with wB97M-V/def2-TZVPD.

The calculation puts the HOMO energy at -8.915 eV. The orbital gap is 0.34105 hartree. The value obtained for the LUMO energy is 0.4 eV. As for the structure (SMILES): [H]/N=C(\N)[C@@H](/C=N\O)CN.

Cartesian coordinates (Å):
H: 2.556 -2.371 0.007
N: 1.956 -1.616 -0.364
C: 0.961 -0.894 0.096
N: 0.152 -1.237 1.215
C: 0.287 0.174 -0.756
C: -1.095 -0.468 -1.000
N: -2.300 -0.337 -0.518
O: -2.448 0.579 0.627
C: 0.535 1.389 0.090
N: 1.887 2.054 0.123
H: 0.752 -1.847 1.743
H: -0.785 -0.914 1.318
H: 0.734 0.558 -1.681
H: -1.118 -1.297 -1.769
H: -3.463 1.179 0.674
H: 0.182 1.127 1.149
H: -0.034 2.161 -0.602
H: 2.335 1.818 -0.723
H: 2.430 1.700 1.094

Version b
Below is C4H10N4O in the gas phase, with properties calculated with wB97M-V/def2-TZVPD.

The calculation puts the HOMO energy at -8.654 eV. The orbital gap is 0.33935 hartree. The value obtained for the LUMO energy is 0.6 eV. As for the structure (SMILES): CN/N=C(\C)C(=O)NN.

Cartesian coordinates (Å):
C: -2.944 -0.185 -0.659
N: -2.017 -0.980 0.174
N: -0.638 -0.845 -0.104
C: -0.115 0.296 0.271
C: -0.962 1.393 1.021
C: 1.314 0.653 -0.287
O: 1.539 1.827 -0.562
N: 2.186 -0.420 -0.377
N: 2.291 -1.609 0.444
H: -3.661 -0.875 -1.348
H: -2.464 0.372 -1.528
H: -3.544 0.516 0.092
H: -2.141 -2.052 0.211
H: -0.432 2.205 1.557
H: -1.532 1.943 0.191
H: -1.776 1.075 1.733
H: 2.933 -0.316 -1.095
H: 2.289 -1.204 1.438
H: 1.507 -2.251 0.205

Version c
Below is C4H10N4O in the gas phase, with properties calculated with wB97M-V/def2-TZVPD.

The calculation puts the HOMO energy at -7.666 eV. The orbital gap is 0.30878 hartree. The value obtained for the LUMO energy is 0.7 eV. As for the structure (SMILES): C/C(N)=C(\N)C(=O)NN.

Cartesian coordinates (Å):
C: 2.096 -0.957 0.384
C: 0.716 -0.525 -0.036
N: 0.091 -1.295 -1.047
C: 0.083 0.505 0.581
N: 0.621 1.188 1.667
C: -0.775 1.396 -0.317
O: -0.434 2.555 -0.492
N: -1.917 0.928 -0.867
N: -2.644 -0.209 -0.474
H: 2.751 -0.091 0.527
H: 2.064 -1.528 1.316
H: 2.540 -1.604 -0.378
H: 0.760 -1.848 -1.568
H: -0.665 -1.884 -0.716
H: 0.356 2.165 1.676
H: 1.612 1.062 1.825
H: -2.487 1.630 -1.322
H: -2.514 -0.945 -1.167
H: -2.255 -0.543 0.409

Q: What are the energies relative to the best structure? A: version a 101.4; version b 49.9; version c 0.0, in kcal/mol.

Version a
Below is 2 unconnected molecules or ions with the total composition C4H10N4O, with properties calculated with wB97M-V/def2-TZVPD.

The calculation puts the HOMO energy at -9.295 eV. The orbital gap is 0.27571 hartree. The value obtained for the LUMO energy is -1.8 eV.

Cartesian coordinates (Å):
C: 0.375 1.973 -0.353
C: 0.502 0.433 -0.718
C: -1.713 -0.030 0.237
C: 1.418 -0.463 0.039
H: 1.409 2.177 0.243
H: 0.498 2.784 -1.278
H: -0.459 2.131 0.480
H: 0.944 0.693 -1.862
H: -2.365 -2.350 -0.566
H: -3.933 -0.258 0.266
H: -0.772 0.234 1.802
H: 0.522 -2.399 -0.556
H: 2.229 -2.462 0.353
H: 3.077 -0.252 1.091
N: -2.987 -0.493 -0.356
N: -1.678 0.230 1.446
N: 1.359 -1.903 -0.086
N: 2.348 0.247 0.610
O: -0.775 -0.292 -0.792

Version b
Below is a molecular structure, C4H10N4O, with properties calculated with wB97M-V/def2-TZVPD.

The calculation puts the HOMO energy at -7.901 eV. The orbital gap is 0.32216 hartree. The value obtained for the LUMO energy is 0.9 eV.

Cartesian coordinates (Å):
C: -1.116 0.351 -1.717
C: 0.747 -2.003 -0.068
N: -1.174 -0.625 1.083
N: -0.036 1.547 0.212
C: -0.008 0.052 1.481
C: 0.004 -0.723 0.157
N: 1.165 2.259 0.336
N: 0.034 0.277 -0.831
O: 0.605 0.187 2.522
H: -1.460 -1.425 1.629
H: -0.838 2.014 0.637
H: 1.788 1.955 -0.407
H: 1.631 2.004 1.210
H: -2.075 0.268 -1.198
H: -1.071 1.298 -2.250
H: -1.023 -0.488 -2.412
H: 0.142 -2.716 -0.633
H: 1.650 -1.802 -0.643
H: 1.034 -2.429 0.894

Q: What are the energies relative to the best structure? A: version a 68.3; version b 0.0, in kcal/mol.

Version a
Below is 2 unconnected molecules or ions with the total composition C3H7PS, with properties calculated with wB97M-V/def2-TZVPD.

The calculation puts the HOMO energy (alpha / beta) at -8.483 / -8.484 eV. The orbital gap (alpha / beta) is 0.28759 / 0.28763 hartree. The value obtained for the LUMO energy (alpha / beta) is -0.7 / -0.7 eV.

Cartesian coordinates (Å):
C: -0.544 -1.374 -0.679
C: 0.711 -1.232 -1.442
C: -0.923 1.370 1.262
P: -1.610 -2.500 -0.284
S: -1.295 1.034 -0.517
H: 0.805 -0.790 -2.479
H: 1.431 -0.584 -0.987
H: 1.317 -2.199 -1.480
H: -1.427 0.673 1.847
H: -1.403 2.327 1.380
H: 0.113 1.536 1.657
H: -2.799 -1.577 -0.079

Version b
Below is 2 unconnected molecules or ions with the total composition C3H7PS, with properties calculated with wB97M-V/def2-TZVPD.

The calculation puts the HOMO energy (alpha / beta) at -9.321 / -7.700 eV. The orbital gap (alpha / beta) is 0.31513 / 0.20082 hartree. The value obtained for the LUMO energy (alpha / beta) is -0.7 / -2.2 eV.

Cartesian coordinates (Å):
C: 1.675 1.199 0.014
C: 1.167 -0.035 -0.155
C: 0.109 -0.625 0.543
P: -0.707 -2.159 -0.130
S: -2.465 0.998 -0.038
H: 2.226 1.540 -0.832
H: 1.544 1.826 0.859
H: 1.367 -0.457 -1.104
H: -0.084 -0.232 1.504
H: 0.124 -2.119 -1.306
H: -1.824 -1.439 -0.478
H: -3.132 1.503 1.121

Q: What are the energies relative to the best structure? A: version a 0.0; version b 6.8, in kcal/mol.

Version a
Below is C11H11NO in the gas phase, with properties calculated with wB97M-V/def2-TZVPD.

The calculation puts the HOMO energy at -8.836 eV. The orbital gap is 0.34536 hartree. The value obtained for the LUMO energy is 0.6 eV. As for the structure (SMILES): O=C1c2cccn2[C@H]2[C@@H]3CCC[C@]123.

Cartesian coordinates (Å):
O: -2.452 -1.200 0.611
C: -1.335 -1.044 0.151
C: -0.553 -1.553 -0.925
C: -0.738 -2.356 -2.021
C: 0.399 -2.232 -2.807
C: 1.331 -1.560 -2.112
N: 0.756 -1.055 -0.970
C: 0.982 -0.094 0.020
C: 0.124 1.106 -0.174
C: 0.228 2.374 0.665
C: 0.144 1.885 2.167
C: -0.553 0.548 2.206
C: -0.350 0.011 0.820
H: -1.515 -2.923 -2.496
H: 0.456 -2.672 -3.799
H: 2.330 -1.232 -2.516
H: 1.907 -0.192 0.512
H: -0.383 1.066 -1.110
H: -0.661 3.028 0.504
H: 1.116 2.841 0.589
H: 1.082 1.972 2.745
H: -0.424 2.618 2.605
H: -0.286 -0.076 3.094
H: -1.604 0.738 2.243

Version b
Below is a molecular structure, C11H11NO, with properties calculated with wB97M-V/def2-TZVPD.

The calculation puts the HOMO energy at -8.239 eV. The orbital gap is 0.31180 hartree. The value obtained for the LUMO energy is 0.2 eV.

Cartesian coordinates (Å):
C: -3.578 -1.412 0.307
C: -1.814 0.020 -0.195
C: -1.277 1.357 -0.167
C: 0.034 1.765 0.062
C: 0.551 3.218 0.048
C: 1.008 0.602 0.141
C: 2.447 0.477 0.119
C: 3.258 -0.684 -0.049
C: 2.647 -1.990 0.134
C: 1.190 -1.932 -0.239
C: 0.538 -0.712 -0.073
H: -3.452 -1.641 1.471
H: -2.703 -2.253 -0.314
H: -4.599 -1.335 -0.505
H: -1.921 2.328 0.113
H: -0.086 3.950 -0.238
H: 1.210 2.960 -1.005
H: 1.097 3.521 0.883
H: 3.157 1.489 0.220
H: 4.290 -0.483 0.254
H: 3.109 -2.899 0.227
H: 0.742 -2.865 -0.214
N: -0.848 -0.893 -0.202
O: -3.116 -0.096 0.000

Q: What are the energies relative to the best structure? A: version a 0.0; version b 85.6, in kcal/mol.

Version a
Below is C6H6 in the gas phase, with properties calculated with wB97M-V/def2-TZVPD.

The calculation puts the HOMO energy at -8.355 eV. The orbital gap is 0.33313 hartree. The value obtained for the LUMO energy is 0.7 eV. As for the structure (SMILES): C#CC(C)=C=C.

Cartesian coordinates (Å):
C: 2.277 -1.338 0.372
C: 1.218 -0.782 0.231
C: -0.017 -0.137 -0.065
C: -1.124 -0.888 -0.750
C: -0.084 1.177 0.042
C: -0.391 2.255 0.686
H: 3.228 -1.813 0.426
H: -0.849 -0.973 -1.803
H: -1.251 -1.892 -0.339
H: -2.074 -0.348 -0.681
H: -0.625 1.424 1.439
H: -0.319 3.336 0.450

Version b
Below is C6H6 in the gas phase, with properties calculated with wB97M-V/def2-TZVPD.

The calculation puts the HOMO energy at -8.490 eV. The orbital gap is 0.31926 hartree. The value obtained for the LUMO energy is 0.2 eV. As for the structure (SMILES): C=C=C=C=CC.

Cartesian coordinates (Å):
C: -1.386 1.470 1.466
C: -1.444 1.622 0.172
C: -0.977 1.358 -1.003
C: 0.055 0.606 -1.199
C: 1.037 -0.191 -0.838
C: 0.833 -1.653 -0.531
H: -0.494 0.849 1.654
H: -2.000 1.792 2.290
H: 2.027 0.236 -0.688
H: 1.221 -1.884 0.468
H: -0.231 -1.910 -0.547
H: 1.361 -2.294 -1.243

Q: What are the energies relative to the best structure? A: version a 0.0; version b 4.4, in kcal/mol.